No. 1
Density functional theory data (wB97M-V/def2-TZVPD) for C40H46FGaN6O5 as an isolated structure.

Each line ends with the Mulliken charge.
Positions of all 99 atoms, in Å:
Ga 0.67 -0.47 -0.70  1.88
C 0.42 -2.74 3.88  -1.63
C -0.56 -2.70 2.70  0.68
C -1.56 -1.58 2.81  0.25
C -2.74 -1.79 3.52  -0.59
C -3.66 -0.77 3.68  -1.15
C -3.40 0.47 3.13  -0.10
C -2.23 0.72 2.41  0.17
C -2.01 2.11 1.88  0.42
C -1.44 3.05 2.96  -1.50
C -1.30 -0.32 2.24  -0.71
N -0.09 -0.15 1.52  1.73
C 0.93 0.32 2.16  -0.87
C 2.20 0.43 1.55  -0.45
C 3.45 0.82 2.07  -0.50
C 4.37 0.62 1.05  -1.40
C 3.66 0.12 -0.05  -0.75
N 2.36 0.01 0.25  2.12
H 1.05 -3.63 3.82  0.45
H -0.12 -2.77 4.83  0.39
H 1.07 -1.86 3.88  0.25
H -1.10 -3.65 2.67  0.62
H 0.02 -2.58 1.78  -1.28
H -2.92 -2.76 3.95  0.48
H -4.58 -0.94 4.24  0.42
H -4.10 1.28 3.26  0.46
H -2.96 2.52 1.54  0.78
H -1.33 2.08 1.03  -1.00
H -2.11 3.08 3.83  0.40
H -1.33 4.06 2.58  0.46
H -0.47 2.70 3.31  0.23
H 0.84 0.61 3.21  0.59
H 3.64 1.18 3.07  0.59
H 5.43 0.82 1.08  0.44
H 4.03 -0.16 -1.02  0.53
C 0.80 -0.63 -2.80  -0.75
C 0.66 0.59 -3.63  -0.17
C 1.74 1.15 -4.31  -0.41
C 1.61 2.31 -5.05  -0.83
C 0.38 2.96 -5.12  0.53
C -0.72 2.40 -4.47  -1.16
C -0.58 1.23 -3.76  0.09
C 0.22 4.16 -5.87  -0.03
N 0.07 5.13 -6.48  -0.56
H 1.78 -1.09 -2.97  0.74
H 0.04 -1.35 -3.12  0.30
H 2.71 0.66 -4.25  0.38
H 2.47 2.73 -5.57  0.45
H -1.68 2.89 -4.54  0.46
H -1.45 0.80 -3.27  0.47
F 5.30 4.65 0.71  -0.34
C 4.01 5.02 0.80  0.13
C 3.05 4.24 0.29  -0.11
N 1.72 4.57 0.36  0.23
C 0.61 3.71 -0.05  0.02
C 0.95 2.41 -0.81  -0.73
O 1.95 2.29 -1.49  -0.59
O 0.01 1.53 -0.65  -0.62
C 1.32 5.74 0.99  0.20
O 0.15 6.04 1.13  -0.64
N 2.34 6.53 1.47  0.00
C 3.72 6.27 1.48  0.23
O 4.49 7.03 2.02  -0.64
H 3.30 3.32 -0.21  0.75
H -0.06 4.29 -0.68  0.27
H 0.06 3.44 0.84  -0.35
H 2.05 7.38 1.91  0.24
C -4.00 -1.42 -0.54  -1.31
C -3.31 -0.09 -0.76  0.29
O -1.92 -0.32 -0.98  -0.17
H -5.05 -1.26 -0.29  0.58
H -3.52 -1.94 0.30  -0.07
H -3.95 -2.03 -1.44  0.45
H -3.46 0.54 0.12  -0.15
H -3.74 0.42 -1.63  0.52
H -1.48 0.55 -0.98  -0.13
C -1.97 -3.91 0.19  -1.19
N -2.10 -3.92 -1.30  0.42
C -2.30 -5.29 -1.81  -0.88
C -0.93 -3.19 -1.97  -0.12
C 0.39 -3.49 -1.34  0.16
C 1.05 -4.70 -1.60  -0.62
C 2.18 -5.04 -0.88  -1.10
C 2.62 -4.20 0.13  -1.23
C 2.00 -2.98 0.34  -0.09
C 0.89 -2.57 -0.41  1.09
H -2.91 -4.24 0.63  0.50
H -1.71 -2.91 0.52  0.00
H -1.17 -4.59 0.48  0.56
H -2.93 -3.37 -1.51  -0.11
H -1.42 -5.89 -1.57  0.39
H -2.44 -5.27 -2.88  0.37
H -3.17 -5.74 -1.33  0.37
H -1.15 -2.13 -1.85  -1.31
H -0.97 -3.45 -3.03  0.74
H 0.71 -5.35 -2.40  0.59
H 2.72 -5.96 -1.10  0.40
H 3.48 -4.47 0.73  0.47
H 2.38 -2.32 1.12  0.61

Its orbital gap is 7.4 eV. The LUMO energy comes out at -0.0176 Eh. Its spin multiplicity is 1.

***

No. 2
Density functional theory data (wB97M-V/def2-TZVPD) for C40H46I2N3O4P2Pr as an isolated structure.

Each line ends with the Mulliken spin population.
Positions of all 98 atoms, in Å:
Pr -16.36 -6.49 10.46  2.02
I -20.81 -6.82 17.27  0.00
C -19.41 -6.88 15.72  0.00
C -18.07 -7.16 15.94  0.00
C -17.24 -7.29 14.91  0.00
I -15.21 -7.53 15.15  0.00
C -17.66 -7.08 13.55  0.00
O -16.85 -7.12 12.57  -0.01
C -19.03 -6.79 13.35  0.00
C -19.66 -6.46 12.02  0.00
N -18.84 -5.45 11.37  0.00
C -18.58 -4.29 12.24  0.00
C -17.80 -3.21 11.53  0.00
C -17.98 -1.88 11.80  0.00
C -17.26 -0.89 11.08  0.00
C -16.37 -1.34 10.13  0.00
C -16.17 -2.68 10.01  0.00
N -16.85 -3.61 10.73  0.00
C -19.86 -6.65 14.43  0.00
H -17.73 -7.39 16.95  0.00
H -19.72 -7.27 11.34  0.00
H -20.72 -6.17 12.24  0.00
H -19.30 -5.11 10.54  0.00
H -19.60 -3.91 12.53  0.00
H -17.98 -4.59 13.11  0.00
H -18.71 -1.53 12.53  0.00
H -17.54 0.15 11.32  0.00
H -15.89 -0.56 9.55  0.00
H -15.57 -3.08 9.24  0.00
H -20.91 -6.45 14.36  0.00
C -14.49 -3.52 12.97  0.00
C -13.16 -3.09 12.42  0.00
C -12.43 -2.13 13.17  0.00
C -11.11 -1.95 12.91  0.00
C -10.45 -2.62 11.92  0.00
C -11.12 -3.52 11.16  0.00
C -12.47 -3.79 11.41  0.00
P -13.37 -4.94 10.26  0.01
C -13.17 -4.15 8.61  0.00
C -12.61 -2.83 8.56  0.00
C -12.34 -2.21 7.36  0.00
C -12.61 -2.90 6.19  0.00
C -13.14 -4.19 6.23  0.00
C -13.44 -4.85 7.43  0.00
C -14.00 -6.23 7.40  0.00
C -12.31 -6.40 9.99  -0.01
C -11.18 -6.38 9.20  0.00
C -10.51 -7.57 8.92  0.00
C -11.16 -8.77 9.28  0.00
C -12.30 -8.73 10.06  0.00
C -12.93 -7.61 10.47  -0.01
C -14.15 -7.66 11.25  0.00
H -14.59 -4.63 12.83  0.00
H -15.45 -3.09 12.62  0.00
H -14.40 -3.37 14.03  0.00
H -12.96 -1.72 14.02  0.00
H -10.55 -1.30 13.55  0.00
H -9.41 -2.39 11.77  0.00
H -10.62 -4.10 10.38  0.00
H -12.38 -2.30 9.48  0.00
H -12.05 -1.16 7.31  0.00
H -12.58 -2.35 5.25  0.00
H -13.41 -4.69 5.29  0.00
H -14.88 -6.26 6.79  0.00
H -14.29 -6.59 8.39  0.00
H -13.32 -6.93 7.03  0.00
H -10.87 -5.41 8.84  0.00
H -9.61 -7.56 8.40  0.00
H -10.72 -9.70 9.02  0.00
H -12.75 -9.62 10.44  0.00
H -14.08 -6.96 12.12  0.00
H -14.30 -8.72 11.62  0.00
O -16.92 -7.12 7.90  0.00
N -17.68 -6.14 7.79  0.00
O -18.48 -6.06 6.88  0.00
O -17.58 -5.21 8.67  0.00
C -19.72 -10.70 8.55  0.00
C -19.01 -9.36 8.89  0.00
P -17.33 -9.50 9.70  0.01
C -16.43 -10.53 8.46  0.00
C -14.92 -10.57 8.70  0.00
C -17.71 -10.66 11.14  0.00
C -16.59 -11.07 12.06  0.00
H -20.73 -10.48 8.14  0.00
H -19.81 -11.37 9.45  0.00
H -19.13 -11.27 7.85  0.00
H -19.72 -8.86 9.57  0.00
H -18.89 -8.69 7.97  0.00
H -16.55 -10.02 7.51  0.00
H -16.92 -11.53 8.44  0.00
H -14.61 -9.52 8.85  0.00
H -14.40 -10.91 7.82  0.00
H -14.65 -11.20 9.52  0.00
H -18.30 -11.47 10.78  0.00
H -18.47 -10.06 11.76  0.00
H -15.87 -11.73 11.58  0.00
H -16.96 -11.63 12.89  0.00
H -16.05 -10.24 12.46  0.00

Its orbital gap (alpha / beta) is 7.0 / 7.0 eV. The LUMO energy (alpha / beta) comes out at 0.0051 / 0.0054 Eh. As for the expectation value of S²: 2.003. Its spin multiplicity is 3.

***

no.,E_tot (a.u.)
1,-4281.27353
2,-3812.11054